# 1
Formula: C4H12
Source: the Open Molecules 2025 dataset
Level of theory: ωB97M-V/def2-TZVPD

```
16
Properties=species:S:1:pos:R:3:forces:R:3
C -2.01711 0.14327 0.73129 0.074 -0.864 -1.209
C -2.91561 -0.74553 -0.17413 -1.573 1.518 0.752
H -2.51150 0.64015 1.51747 -1.052 0.905 0.563
H -1.29768 -0.42817 1.27413 0.718 -0.749 0.071
H -1.47187 0.82110 0.12256 0.498 0.955 -0.281
H -2.92252 -0.50497 -1.25478 0.968 -0.396 0.494
H -2.62414 -1.77270 0.07958 -0.996 0.073 -0.605
H -4.00062 -0.40414 0.02873 1.378 -1.438 0.212
C 2.09747 0.34952 -0.97645 4.067 -1.713 -0.086
C 2.76781 0.23815 0.39331 -4.335 -3.465 -4.185
H 2.52080 -0.42864 -1.67548 -0.871 0.532 0.711
H 1.07143 0.37548 -0.93503 -2.230 0.098 0.006
H 2.57358 1.21158 -1.25784 0.101 2.682 -1.912
H 2.48782 0.95052 0.97702 -2.713 4.078 4.023
H 3.71683 0.27354 0.50510 6.892 0.257 -0.669
H 2.52530 -0.71914 0.64453 -0.927 -2.472 2.116
```
Positions in Å, forces in eV/Å.

For the frontier orbital gap, the calculation gives 12.34 eV. The SMILES is CC.CC. As for the total charge: 0. For the energy relative to the best compared isomer or geometry (same formula, charge and spin), the calculation gives 48.7 kcal/mol. The value obtained for the calculated total energy is -159.50740 Ha. As for the spin multiplicity: 1.

# 2
Formula: C4H12
Source: the Open Molecules 2025 dataset
Level of theory: ωB97M-V/def2-TZVPD

```
16
Properties=species:S:1:pos:R:3:forces:R:3
C -0.59395 2.53048 0.77189 -1.080 -0.107 -1.006
C -0.80671 1.66457 -0.51015 -0.917 0.532 0.804
H -0.19130 2.04588 1.61956 1.126 -1.115 0.468
H 0.08763 3.20941 0.35685 0.975 1.768 0.589
H -1.42838 3.01508 1.27087 -0.562 0.311 -0.815
H -0.97596 0.64221 -0.13919 0.182 0.224 -1.140
H -1.65623 2.02014 -1.14778 0.466 -0.406 0.794
H 0.08431 1.87027 -1.12750 -0.274 -1.053 0.230
C 0.60633 -1.65383 0.35871 1.571 0.858 2.189
C 0.70917 -2.77630 -0.66721 -0.708 3.447 -3.381
H 0.91999 -2.08176 1.29655 -0.749 -0.311 0.990
H 1.28650 -0.77860 0.45884 1.067 -0.808 -1.634
H -0.20087 -0.94802 0.50756 -1.504 -1.305 -0.285
H 0.55348 -2.12946 -1.68589 0.228 -2.080 1.757
H -0.15083 -3.49040 -0.60295 1.252 0.356 0.065
H 1.75683 -3.13967 -0.76017 -1.074 -0.311 0.375
```
Positions in Å, forces in eV/Å.

For the frontier orbital gap, the calculation gives 11.94 eV. The SMILES is CC.CC. As for the total charge: 0. For the energy relative to the best compared isomer or geometry (same formula, charge and spin), the calculation gives 40.8 kcal/mol. The value obtained for the calculated total energy is -159.51999 Ha. As for the spin multiplicity: 1.

# 3
Formula: C4H12
Source: the Open Molecules 2025 dataset
Level of theory: ωB97M-V/def2-TZVPD

```
16
Properties=species:S:1:pos:R:3:forces:R:3
C -1.91884 0.48616 -0.44602 1.912 0.911 1.833
C -1.43972 1.60960 -1.26417 -1.335 -1.233 0.979
H -3.09172 0.56452 -0.14949 0.641 -0.117 -0.466
H -2.29493 -0.38426 -1.00468 -0.802 -0.938 -0.370
H -1.27898 0.16790 0.44517 -1.000 0.416 -1.276
H -2.15526 1.78035 -2.04622 0.145 0.353 -0.658
H -0.41168 1.26025 -1.59929 -0.163 0.595 0.218
H -1.32460 2.52743 -0.64653 0.674 -0.025 -0.238
C 1.55070 -0.74970 1.56345 0.748 -2.581 -1.268
C 1.92832 -1.17514 0.07561 0.104 0.987 1.948
H 2.48409 -0.77578 2.15849 -0.834 0.524 -0.045
H 0.94932 0.12817 1.64898 -0.047 0.842 0.148
H 0.93226 -1.61954 1.84405 0.186 0.490 0.682
H 2.40212 -0.31367 -0.41252 -0.231 -0.461 -0.378
H 2.67284 -1.97795 0.21197 -0.514 0.219 -0.607
H 0.99610 -1.52835 -0.37881 0.516 0.019 -0.503
```
Positions in Å, forces in eV/Å.

For the frontier orbital gap (spin up / spin down), the calculation gives 11.10 / 3.49 eV. Its expectation value of S² is 0.753. As for the total charge: +1. For the energy relative to the best compared isomer or geometry (same formula, charge and spin), the calculation gives 19.1 kcal/mol. The value obtained for the calculated total energy is -159.13938 Ha. As for the spin multiplicity: 2.

# 4
Formula: C4H12
Source: the Open Molecules 2025 dataset
Level of theory: ωB97M-V/def2-TZVPD

```
16
Properties=species:S:1:pos:R:3:forces:R:3
C 0.30059 0.73739 1.58657 -1.000 3.321 1.084
C -0.03401 2.21945 1.14849 2.262 -0.910 -0.465
H 0.81182 0.35242 0.71697 1.246 -0.293 -1.802
H 0.94704 0.67193 2.43672 0.801 -0.264 0.309
H -0.54465 0.16714 1.74494 -1.879 -1.095 0.451
H 0.89999 2.77181 0.93970 -0.493 -0.299 0.075
H -0.71401 2.37047 0.33910 -0.582 -0.126 -0.638
H -0.52485 2.72562 1.99335 -0.355 -0.351 0.853
C 0.01399 -0.71848 -1.32617 -2.211 -3.394 1.154
C -0.26974 -2.28151 -1.43993 -0.254 2.167 0.829
H -0.61372 -0.39168 -0.49889 -0.585 0.418 -0.362
H 0.97877 -0.35691 -1.11245 2.207 0.194 -0.273
H -0.28545 -0.22111 -2.24035 -0.276 0.835 -0.679
H 0.15349 -2.75637 -2.35649 -0.301 0.230 0.918
H -1.41258 -2.39673 -1.28900 1.978 -0.213 -0.399
H 0.23916 -2.67769 -0.48733 -0.560 -0.219 -1.056
```
Positions in Å, forces in eV/Å.

For the frontier orbital gap (spin up / spin down), the calculation gives 14.08 / 4.11 eV. Its expectation value of S² is 0.753. As for the total charge: +1. For the energy relative to the best compared isomer or geometry (same formula, charge and spin), the calculation gives 24.7 kcal/mol. The value obtained for the calculated total energy is -159.13055 Ha. As for the spin multiplicity: 2.

> Which value of total charge does entry 1 give?

0

> Which of these has the lowest calculated total energy?

number 2